# C26H41Br2N6O3S

A cluster of 5 separate species, C26H41Br2N6O3S in total in a non-equilibrium geometry (ωB97M-V/def2-TZVPD, the Open Molecules 2025 dataset).

Results
- Kohn-Sham gap (eV) = 6.05
- net charge = +1
- LUMO level (eV) = -3.492
- energy (eV) = -193621.7924

Each atom is followed by the atoms it is bonded to, with distances in Å.
CARTESIAN COORDINATES (ANGSTROEM)
1 H 0.416 -8.688 4.397  C4 1.076
2 H -0.285 -3.652 0.182  C66 1.081
3 H -0.176 -0.644 2.266  C18 1.089
4 C 0.404 -8.133 3.476  H1 1.076, C16 1.421, C57 1.367
5 H -4.535 0.251 -4.088  C7 1.076
6 H -0.516 1.535 1.060  C55 1.077
7 C -3.969 -0.578 -3.700  H5 1.076, C51 1.368, C63 1.422
8 H -4.142 7.895 -4.106  C22 1.077
9 O 5.980 -2.102 1.784  S61 1.406
10 H 1.638 -3.371 1.456  C76 1.080
11 C -0.203 5.753 -0.425  H27 1.076, C49 1.422, C74 1.367
12 H 1.313 -2.566 -0.747  C17 1.089
13 C 0.916 1.593 2.593  Br30 1.997, C40 1.508, C55 1.541, H72 1.077
14 H 3.662 -0.183 0.896  C47 1.077
15 N -2.298 -1.809 -2.939  C51 1.372, C52 1.374, H62 1.003
16 C -0.690 -7.989 2.581  C4 1.421, C43 1.368, H53 1.077
17 C 1.634 -1.592 -0.379  H12 1.089, C29 1.576, N45 1.476, H46 1.078
18 C 0.155 -0.447 1.247  H3 1.089, N45 1.474, C54 1.518, C55 1.521
19 O 3.799 -2.307 2.737  S61 1.427
20 H -0.785 -6.863 0.659  C43 1.077
21 H 2.555 0.175 2.793  C40 1.079
22 C -3.076 8.000 -4.216  H8 1.077, C56 1.421, C73 1.369
23 H -2.830 9.257 -6.054  C56 1.077
24 C -0.633 5.509 1.770  H44 1.076, C49 1.369, N70 1.370
25 H 0.850 -2.511 2.733  C76 1.081
26 H 3.508 -2.429 -1.121  C29 1.083
27 H 0.099 6.164 -1.373  C11 1.076
28 H 2.282 1.198 4.184  C40 1.083
29 C 3.166 -1.479 -0.731  C17 1.576, H26 1.083, H35 1.080, C47 1.529
30 Br -0.745 1.834 3.676  C13 1.997
31 H 1.617 -6.318 1.169  N48 1.002
32 H -2.227 6.857 -2.500  C73 1.077
33 H -0.021 7.578 -3.448  N34 1.003
34 N -0.900 7.827 -3.862  H33 1.003, C69 1.369, C73 1.369
35 H 3.293 -0.769 -1.535  C29 1.080
36 H 2.463 -7.295 3.312  C57 1.076
37 H -1.959 -1.950 1.859  N41 1.022
38 O 4.501 -3.684 0.786  S61 1.597, H77 0.971
39 H 0.161 7.405 1.044  C49 1.077
40 C 1.792 0.656 3.385  C13 1.508, H21 1.079, H28 1.083, H64 1.080
41 N -1.524 -2.150 0.956  H37 1.022, C54 1.498, C66 1.496, H67 1.023
42 H -3.347 -3.647 -2.622  C52 1.077
43 C -0.269 -7.206 1.541  C16 1.368, H20 1.077, N48 1.374
44 H -0.764 5.598 2.835  C24 1.076
45 N 1.295 -1.357 1.038  C17 1.476, C18 1.474, C76 1.477
46 H 1.161 -0.862 -1.015  C17 1.078
47 C 4.096 -1.033 0.398  H14 1.077, C29 1.529, S61 1.786, H68 1.080
48 N 1.044 -6.876 1.772  H31 1.002, C43 1.374, C57 1.370
49 C -0.169 6.401 0.840  C11 1.422, C24 1.369, H39 1.077
50 H -0.193 8.971 -5.518  C69 1.076
51 C -2.634 -0.562 -3.403  C7 1.368, N15 1.372, H78 1.077
52 C -3.406 -2.621 -2.944  N15 1.374, H42 1.077, C63 1.368
53 H -1.673 -8.414 2.689  C16 1.077
54 C -1.055 -0.833 0.417  C18 1.518, N41 1.498, H60 1.080, H71 1.082
55 C 0.429 1.049 1.235  H6 1.077, C13 1.541, C18 1.521, Br79 1.946
56 C -2.389 8.713 -5.235  C22 1.421, H23 1.077, C69 1.368
57 C 1.458 -7.437 2.952  C4 1.367, H36 1.076, N48 1.370
58 H -1.322 3.521 1.538  N70 1.003
59 H -0.872 3.681 -0.906  C74 1.077
60 H -0.879 -0.845 -0.649  C54 1.080
61 S 4.605 -2.291 1.559  O9 1.406, O19 1.427, O38 1.597, C47 1.786
62 H -1.380 -2.090 -2.650  N15 1.003
63 C -4.458 -1.881 -3.409  C7 1.422, C52 1.368, H65 1.077
64 H 1.213 -0.128 3.851  C40 1.080
65 H -5.467 -2.235 -3.532  C63 1.077
66 C -0.456 -3.181 1.140  H2 1.081, N41 1.496, H75 1.083, C76 1.534
67 H -2.284 -2.504 0.370  N41 1.023
68 H 5.025 -0.703 -0.044  C47 1.080
69 C -1.049 8.587 -4.990  N34 1.369, H50 1.076, C56 1.368
70 N -0.953 4.351 1.112  C24 1.370, H58 1.003, C74 1.365
71 H -1.848 -0.122 0.603  C54 1.082
72 H 1.320 2.586 2.490  C13 1.077
73 C -2.131 7.463 -3.385  C22 1.369, H32 1.077, N34 1.369
74 C -0.690 4.491 -0.221  C11 1.367, H59 1.077, N70 1.365
75 H -0.827 -3.960 1.795  C66 1.083
76 C 0.879 -2.631 1.659  H10 1.080, H25 1.081, N45 1.477, C66 1.534
77 H 3.576 -3.875 0.557  O38 0.971
78 H -1.900 0.221 -3.483  C51 1.077
79 Br 1.626 1.682 -0.162  C55 1.946

Mulliken population analysis, charges in e, atoms 1 to 8: H 0.41; H 0.28; H 0.77; C -0.47; H 0.44; H 0.23; C -0.51; H 0.38